1.
Molecular formula: C34H27CoN8O5S2
Method: DFT, ωB97M-V with the def2-TZVPD basis set

Geometry as ORCA input:
```
! RIJCOSX wB97M-V def2-TZVPD def2/J DEFGRID3
* xyz 0 1
Co 0.581 -0.373 -0.402
O 3.368 -3.698 0.041
C 2.406 -4.639 0.051
C 2.827 -5.969 0.115
C 1.907 -6.994 0.129
C 0.540 -6.723 0.078
C 0.118 -5.414 0.011
C 1.031 -4.353 -0.002
C 0.532 -2.970 -0.071
O 1.401 -1.993 0.063
N -0.743 -2.748 -0.210
N -0.978 -1.379 -0.181
C -2.187 -0.966 -0.117
C -2.543 0.426 -0.107
C -3.873 0.783 0.169
C -4.273 2.097 0.198
C -3.321 3.093 -0.058
C -2.018 2.774 -0.352
C -1.587 1.429 -0.400
O -0.350 1.199 -0.739
H 2.930 -2.825 0.014
H 3.891 -6.161 0.151
H 2.255 -8.019 0.179
H -0.180 -7.530 0.085
H -0.935 -5.174 -0.039
H -2.964 -1.725 -0.063
H -4.586 -0.009 0.370
H -5.297 2.358 0.424
H -3.616 4.136 -0.025
H -1.282 3.538 -0.571
C -0.161 -2.718 5.127
C 0.330 -1.469 5.489
C 0.514 -0.486 4.536
C 0.204 -0.743 3.198
C -0.269 -1.991 2.836
C -0.457 -2.974 3.800
N 0.415 0.276 2.180
N 0.424 1.396 2.716
C 0.723 2.582 1.992
C 0.184 3.755 2.509
C 0.485 4.937 1.855
C 1.319 4.898 0.746
C 1.820 3.671 0.335
N 1.522 2.538 0.953
H -0.299 -3.487 5.876
H 0.580 -1.261 6.521
H 0.911 0.477 4.819
H -0.514 -2.220 1.816
H -0.830 -3.943 3.496
H -0.449 3.721 3.384
H 0.085 5.877 2.210
H 1.589 5.803 0.219
H 2.483 3.591 -0.521
N -3.352 3.987 -3.846
C -2.352 3.031 -3.759
C -2.672 1.671 -3.818
C -1.680 0.717 -3.745
C -0.353 1.109 -3.605
C -0.017 2.450 -3.571
C -1.012 3.408 -3.654
S 0.850 -0.152 -3.422
O 0.777 -1.003 -4.566
O 0.467 -0.936 -2.187
N 2.233 0.536 -3.228
C 2.840 0.562 -2.035
S 4.521 0.999 -2.004
C 4.565 0.745 -0.294
C 3.353 0.370 0.141
N 2.369 0.292 -0.828
H -4.272 3.681 -3.575
H -3.121 4.899 -3.490
H -3.709 1.370 -3.909
H -1.931 -0.336 -3.776
H 1.021 2.739 -3.476
H -0.753 4.460 -3.631
H 5.465 0.873 0.282
H 3.094 0.135 1.161
*
```

Output
gap between HOMO and LUMO	0.2514	Eh
HOMO	-7.82	eV
LUMO level	-0.98	eV
ΔE to the lowest compared entry with this formula, charge and spin	23.5	kcal/mol
DFT total energy	-4305.23649	hartree

Löwdin charges, unit e, in atom order: atom 1 (Co): 0.669, atom 2 (O): 0.076, atom 3 (C): -0.252, atom 4 (C): -0.012, atom 5 (C): -0.080, atom 6 (C): -0.093, atom 7 (C): -0.031, atom 8 (C): -0.071, atom 9 (C): -0.400, atom 10 (O): -0.109, atom 11 (N): 0.100, atom 12 (N): -0.082, atom 13 (C): -0.020, atom 14 (C): -0.137, atom 15 (C): -0.046, atom 16 (C): -0.099, atom 17 (C): -0.082, atom 18 (C): -0.020, atom 19 (C): -0.321, atom 20 (O): -0.126, atom 21 (H): 0.076, atom 22 (H): 0.118, atom 23 (H): 0.104, atom 24 (H): 0.098, atom 25 (H): 0.108, atom 26 (H): 0.145, atom 27 (H): 0.112, atom 28 (H): 0.096, atom 29 (H): 0.103, atom 30 (H): 0.111, atom 31 (C): -0.078, atom 32 (C): -0.078, atom 33 (C): -0.032, atom 34 (C): -0.215, atom 35 (C): -0.017, atom 36 (C): -0.058, atom 37 (N): 0.124, atom 38 (N): 0.094, atom 39 (C): -0.316, atom 40 (C): -0.003, atom 41 (C): -0.063, atom 42 (C): -0.054, atom 43 (C): -0.111, atom 44 (N): 0.137, atom 45 (H): 0.105, atom 46 (H): 0.104, atom 47 (H): 0.102, atom 48 (H): 0.066, atom 49 (H): 0.110, atom 50 (H): 0.114, atom 51 (H): 0.109, atom 52 (H): 0.105, atom 53 (H): 0.115, atom 54 (N): 0.110, atom 55 (C): -0.328, atom 56 (C): -0.021, atom 57 (C): -0.050, atom 58 (C): -0.303, atom 59 (C): -0.055, atom 60 (C): -0.031, atom 61 (S): 0.678, atom 62 (O): -0.251, atom 63 (O): -0.313, atom 64 (N): -0.133, atom 65 (C): -0.688, atom 66 (S): 1.059, atom 67 (C): -0.394, atom 68 (C): -0.249, atom 69 (N): -0.043, atom 70 (H): 0.089, atom 71 (H): 0.088, atom 72 (H): 0.116, atom 73 (H): 0.127, atom 74 (H): 0.112, atom 75 (H): 0.113, atom 76 (H): 0.065, atom 77 (H): 0.107

***

2.
Molecular formula: ClH12O10
Method: DFT, ωB97M-V with the def2-TZVPD basis set

Geometry as ORCA input:
```
! RIJCOSX wB97M-V def2-TZVPD def2/J DEFGRID3
* xyz -1 1
Cl 2.191 13.584 -14.801
O 2.317 12.305 -14.122
O 1.932 13.331 -16.206
O 1.116 14.350 -14.230
O 3.428 14.321 -14.661
O 0.786 13.985 -11.221
H 1.127 13.817 -12.110
H 1.090 14.877 -11.034
O 5.892 13.236 -13.576
H 5.500 12.405 -13.294
H 5.118 13.754 -13.836
O 2.301 15.583 -18.051
H 2.208 14.810 -17.474
H 2.523 15.218 -18.912
O 0.015 10.429 -14.333
H -0.372 9.987 -13.574
H 0.645 11.062 -13.960
O 6.033 14.447 -17.150
H 5.273 14.287 -16.578
H 6.618 13.712 -16.946
O 4.217 11.805 -17.195
H 3.700 12.588 -17.407
H 3.545 11.150 -16.983
*
```

Output
gap between HOMO and LUMO	0.3950	Eh
HOMO	-7.52	eV
LUMO level	3.23	eV
ΔE to the lowest compared entry with this formula, charge and spin	1.4	kcal/mol
DFT total energy	-1219.63995	hartree

Löwdin charges, unit e, in atom order: atom 1 (Cl): 0.694, atom 2 (O): -0.353, atom 3 (O): -0.364, atom 4 (O): -0.330, atom 5 (O): -0.351, atom 6 (O): -0.072, atom 7 (H): -0.010, atom 8 (H): 0.028, atom 9 (O): -0.076, atom 10 (H): 0.027, atom 11 (H): -0.015, atom 12 (O): -0.068, atom 13 (H): -0.018, atom 14 (H): 0.024, atom 15 (O): -0.071, atom 16 (H): 0.021, atom 17 (H): -0.005, atom 18 (O): -0.065, atom 19 (H): 0.004, atom 20 (H): 0.031, atom 21 (O): -0.067, atom 22 (H): 0.002, atom 23 (H): 0.034

***

3.
Molecular formula: C31H29BaN5O3PS6Sb
Method: DFT, ωB97M-V with the def2-TZVPD basis set

Geometry as ORCA input:
```
! RIJCOSX wB97M-V def2-TZVPD def2/J DEFGRID3
* xyz -1 2
Ba 0.902 1.648 -0.249
N 1.994 3.896 7.517
C 1.497 3.549 6.259
C 0.142 3.731 5.959
C -0.362 3.351 4.730
C 0.494 2.793 3.793
C 1.845 2.606 4.067
C 2.339 2.975 5.304
S -0.100 2.394 2.200
O 0.717 3.225 1.295
O -1.512 2.651 2.111
N 0.274 0.883 1.802
C -0.095 -0.190 2.669
N -0.640 0.026 3.875
C -0.893 -1.043 4.635
C -0.633 -2.335 4.223
C -0.091 -2.453 2.955
N 0.181 -1.407 2.177
H 1.470 4.593 8.016
H 2.986 4.041 7.568
H -0.517 4.167 6.705
H -1.412 3.475 4.489
H 2.510 2.154 3.333
H 3.391 2.815 5.531
H -1.324 -0.844 5.613
H -0.841 -3.197 4.845
H 0.138 -3.430 2.540
S 3.299 1.504 -5.475
Sb 2.912 2.480 -3.439
S 3.543 1.055 -1.664
S 0.606 2.808 -3.029
S 4.327 0.115 3.238
C 4.781 -0.598 1.801
N 3.973 -1.146 0.905
C 4.553 -1.843 -0.248
C 5.937 -1.237 -0.417
S 6.442 -0.769 1.272
H 2.982 -1.057 1.016
H 3.945 -1.665 -1.133
H 4.609 -2.912 -0.043
H 5.882 -0.341 -1.030
H 6.648 -1.947 -0.835
O 0.006 -0.951 -1.645
P -1.230 -0.968 -2.487
C -2.309 -2.343 -2.027
C -3.663 -2.378 -2.370
C -4.442 -3.471 -2.014
C -3.874 -4.528 -1.307
C -2.533 -4.489 -0.950
C -1.749 -3.396 -1.309
C -2.242 0.479 -2.167
C -2.687 1.368 -3.136
C -3.407 2.494 -2.749
C -3.683 2.721 -1.407
C -3.244 1.829 -0.429
C -2.519 0.709 -0.813
C -0.941 -1.080 -4.253
C -0.025 -0.174 -4.807
C 0.264 -0.224 -6.165
C -0.349 -1.175 -6.972
C -1.247 -2.089 -6.426
C -1.544 -2.046 -5.070
H -4.107 -1.545 -2.910
H -5.493 -3.498 -2.281
H -4.484 -5.379 -1.025
H -2.096 -5.308 -0.389
H -0.700 -3.340 -1.029
H -2.448 1.200 -4.180
H -3.729 3.208 -3.499
H -4.226 3.613 -1.114
H -3.439 2.018 0.618
H -2.154 -0.005 -0.075
H 0.470 0.570 -4.181
H 0.985 0.480 -6.569
H -0.118 -1.213 -8.031
H -1.708 -2.844 -7.053
H -2.233 -2.768 -4.656
*
```

Output
gap between HOMO and LUMO (alpha / beta)	0.2213 / 0.2285	Eh
HOMO (alpha / beta)	-3.87 / -4.53	eV
LUMO level (alpha / beta)	2.15 / 1.69	eV
ΔE to the lowest compared entry with this formula, charge and spin	72.5	kcal/mol
DFT total energy	-4694.67818	hartree

Löwdin charges, unit e, in atom order: atom 1 (Ba): 1.550, atom 2 (N): 0.090, atom 3 (C): -0.315, atom 4 (C): -0.034, atom 5 (C): -0.056, atom 6 (C): -0.312, atom 7 (C): -0.063, atom 8 (C): -0.021, atom 9 (S): 0.505, atom 10 (O): -0.646, atom 11 (O): -0.297, atom 12 (N): -0.447, atom 13 (C): -0.429, atom 14 (N): 0.134, atom 15 (C): -0.125, atom 16 (C): -0.070, atom 17 (C): -0.134, atom 18 (N): 0.127, atom 19 (H): 0.081, atom 20 (H): 0.084, atom 21 (H): 0.108, atom 22 (H): 0.115, atom 23 (H): 0.057, atom 24 (H): 0.115, atom 25 (H): 0.107, atom 26 (H): 0.094, atom 27 (H): 0.105, atom 28 (S): -0.274, atom 29 (Sb): 0.087, atom 30 (S): -0.311, atom 31 (S): -0.336, atom 32 (S): 0.545, atom 33 (C): -1.188, atom 34 (N): -0.067, atom 35 (C): -0.255, atom 36 (C): -0.445, atom 37 (S): 0.890, atom 38 (H): 0.110, atom 39 (H): 0.079, atom 40 (H): 0.113, atom 41 (H): 0.021, atom 42 (H): 0.074, atom 43 (O): -0.400, atom 44 (P): 0.752, atom 45 (C): -0.278, atom 46 (C): -0.082, atom 47 (C): -0.085, atom 48 (C): -0.094, atom 49 (C): -0.083, atom 50 (C): -0.062, atom 51 (C): -0.305, atom 52 (C): -0.087, atom 53 (C): -0.074, atom 54 (C): -0.070, atom 55 (C): -0.074, atom 56 (C): -0.106, atom 57 (C): -0.263, atom 58 (C): -0.088, atom 59 (C): -0.081, atom 60 (C): -0.082, atom 61 (C): -0.097, atom 62 (C): -0.080, atom 63 (H): 0.114, atom 64 (H): 0.100, atom 65 (H): 0.098, atom 66 (H): 0.100, atom 67 (H): 0.108, atom 68 (H): 0.110, atom 69 (H): 0.105, atom 70 (H): 0.103, atom 71 (H): 0.094, atom 72 (H): 0.111, atom 73 (H): -0.001, atom 74 (H): 0.044, atom 75 (H): 0.099, atom 76 (H): 0.095, atom 77 (H): 0.091

***

The highest DFT total energy belongs to which entry?
ClH12O10

***

Look up the ΔE to the lowest compared entry with this formula, charge and spin of the first one.
23.5 kcal/mol

***

DFT total energy of number 3 (C31H29BaN5O3PS6Sb)?
-4694.67818 hartree